The following is a quantum chemistry calculation of a molecular structure, C15H46HfO21P5 at a distorted geometry, from OMol25.

Structure (ORCA input):
```
! wB97M-V def2-TZVPD RIJCOSX def2/J DEFGRID3
* xyz 3 1
Hf -3.15 -1.54 -1.82
O -1.68 -0.03 -1.03
H -0.92 0.49 -0.72
C 1.00 -2.40 1.00
O 0.37 -3.60 0.86
P -1.23 -3.76 0.68
O -1.75 -2.75 -0.25
O -1.86 -3.76 2.16
C -1.83 -2.61 2.95
O -1.43 -5.32 0.24
C -0.89 -6.42 1.01
H 0.39 -1.53 0.76
H 1.93 -2.37 0.43
H 1.29 -2.24 2.04
H -1.30 -1.80 2.44
H -1.37 -2.85 3.91
H -2.81 -2.19 3.14
H -0.16 -6.99 0.43
H -1.71 -7.13 1.07
H -0.42 -6.16 1.95
C 1.19 -5.26 -2.77
O 0.11 -4.33 -2.62
P 0.26 -2.71 -2.93
O -1.06 -2.03 -2.83
O 1.40 -2.07 -1.92
C 1.72 -0.73 -2.17
O 1.08 -2.59 -4.33
C 0.31 -2.61 -5.58
H 1.52 -5.67 -1.81
H 2.12 -4.92 -3.23
H 1.01 -6.11 -3.43
H 0.88 -0.04 -2.07
H 2.20 -0.55 -3.14
H 2.38 -0.45 -1.34
H 0.25 -1.60 -5.97
H -0.70 -2.97 -5.37
H 0.56 -3.31 -6.38
C 4.71 1.28 -2.60
O 4.76 0.94 -1.23
P 4.23 2.00 -0.03
O 4.28 1.48 1.37
O 5.03 3.49 -0.21
C 6.41 3.52 -0.02
O 2.70 2.33 -0.55
C 1.75 3.07 0.14
H 5.53 1.89 -2.97
H 3.73 1.69 -2.83
H 4.64 0.38 -3.21
H 6.83 2.58 0.34
H 6.74 4.36 0.58
H 6.91 3.62 -0.98
H 0.89 2.51 0.51
H 1.41 3.86 -0.53
H 2.12 3.65 0.99
C -4.15 2.57 0.60
O -5.16 2.58 -0.36
P -4.83 2.13 -1.91
O -4.19 0.75 -1.87
O -6.16 2.33 -2.77
C -6.77 3.57 -2.77
O -3.81 3.28 -2.50
C -2.46 3.36 -2.21
H -3.32 1.92 0.34
H -4.59 2.22 1.53
H -3.68 3.52 0.81
H -6.60 3.99 -3.76
H -6.55 4.33 -2.01
H -7.86 3.50 -2.73
H -1.91 2.47 -1.91
H -2.34 4.19 -1.50
H -1.89 3.67 -3.08
C -0.12 3.06 5.64
O -0.45 1.66 5.86
P 0.23 0.62 4.87
O -0.22 -0.79 4.99
O -0.17 1.33 3.39
C -1.41 1.17 2.82
O 1.83 0.81 4.99
C 2.63 -0.19 4.37
H 0.43 3.53 6.46
H -1.04 3.62 5.47
H 0.51 3.18 4.76
H -1.29 0.57 1.91
H -1.68 2.12 2.35
H -2.13 0.59 3.40
H 3.48 -0.35 5.03
H 3.05 0.13 3.42
H 2.21 -1.18 4.19
*
```

The largest force on an atom comes out at 0.23885 hartree/bohr. The total energy comes out at -107028.34583 eV. For the HOMO energy, the calculation gives -0.587 hartree.

Atom charges from the Mulliken analysis, given in e for atoms 1 to 2: atom 1 (Hf): 1.90, atom 2 (O): 0.33

***

The following is a quantum chemistry calculation of C9H8 in the gas phase at a distorted geometry, from OMol25.

Structure (ORCA input):
```
! wB97M-V def2-TZVPD RIJCOSX def2/J DEFGRID3
* xyz 0 1
C 0.35 -0.74 0.06
C -0.83 -1.06 -0.05
C 1.81 -0.59 -0.16
C -2.27 -1.03 -0.27
C 3.69 1.06 0.14
C 2.41 0.73 0.30
C -2.98 0.02 0.46
C -4.76 1.64 -0.36
C -4.09 0.65 0.04
H 2.41 -1.37 0.08
H 1.83 -0.48 -1.32
H -2.56 -1.04 -1.34
H -2.82 -1.90 0.16
H 4.35 0.59 -0.57
H 4.04 2.01 0.48
H 1.84 1.33 0.94
H -2.43 0.17 1.40
*
```

The largest force on an atom comes out at 0.11373 hartree/bohr. The total energy comes out at -9454.55075 eV. The calculation puts the energy above the lowest of the compared OMol25 structures with the same formula, charge and spin at 659.6 kJ/mol. For the HOMO energy, the calculation gives -0.360 hartree.

Atom charges from the Mulliken analysis, given in e for atoms 1 to 2: atom 1 (C): 0.10, atom 2 (C): -0.06

***

The following is a quantum chemistry calculation of 3 unconnected molecules or ions with the total composition C19H29O8S at a distorted geometry, from OMol25.

Structure (ORCA input):
```
! wB97M-V def2-TZVPD RIJCOSX def2/J DEFGRID3
* xyz 1 1
C 0.35 -5.57 2.97
C -1.03 -4.64 3.09
O -1.37 -4.60 4.53
C -2.09 -3.34 4.87
S -1.29 -2.46 6.33
O 0.32 -3.04 6.62
C -1.03 -0.61 5.97
C -0.77 -0.36 4.37
C 0.64 -0.90 3.72
C 0.84 -0.67 2.09
C -0.28 0.05 1.10
C 0.06 0.20 -0.51
C -1.67 0.61 1.81
C -1.92 0.39 3.45
H 1.23 -4.96 2.50
H 0.17 -6.57 2.35
H 0.70 -5.86 4.08
H -0.79 -3.61 2.61
H -1.90 -5.19 2.47
H -3.17 -3.69 5.24
H -2.27 -2.67 3.93
H 0.62 -3.43 5.75
H -1.89 0.03 6.44
H -0.03 -0.26 6.52
H 1.44 -1.42 4.41
H 1.85 -1.09 1.63
H 1.18 -0.15 -0.71
H -0.10 1.31 -0.90
H -0.63 -0.47 -1.20
H -2.44 1.14 1.12
H -2.90 0.76 4.01
C -1.48 2.92 -5.57
C -2.50 3.03 -4.46
C -2.34 4.26 -3.62
O -2.86 3.86 -2.37
C -2.69 2.50 -2.30
O -2.85 1.84 -1.29
O -2.33 1.99 -3.51
H -0.47 2.81 -5.17
H -1.67 2.02 -6.17
H -1.51 3.79 -6.23
H -3.52 2.95 -4.87
H -2.91 5.11 -4.02
H -1.30 4.56 -3.48
C 4.80 1.13 -4.76
C 4.04 1.73 -3.59
C 3.17 0.75 -2.86
O 2.15 1.57 -2.34
C 2.05 2.65 -3.17
O 1.15 3.47 -3.15
O 3.11 2.70 -4.04
H 4.11 0.78 -5.53
H 5.44 1.88 -5.22
H 5.42 0.29 -4.44
H 4.74 2.23 -2.91
H 3.71 0.24 -2.06
H 2.72 0.00 -3.52
*
```

The largest force on an atom comes out at 0.09555 hartree/bohr. The total energy comes out at -47370.64362 eV. For the HOMO energy, the calculation gives -0.417 hartree.

Atom charges from the Mulliken analysis, given in e for atoms 1 to 2: atom 1 (C): -0.88, atom 2 (C): 0.02

***

The following is a quantum chemistry calculation of a molecular structure, C20H19FMgN4O3 at a distorted geometry, from OMol25.

Structure (ORCA input):
```
! wB97M-V def2-TZVPD RIJCOSX def2/J DEFGRID3
* xyz 0 1
Mg -0.29 -0.02 0.14
C -0.65 3.79 -2.21
C -0.79 2.83 -1.20
N -0.50 1.56 -1.37
C -0.04 1.17 -2.58
C 0.12 2.04 -3.66
C -0.19 3.39 -3.45
C 0.60 1.53 -4.91
C 0.89 0.22 -5.06
C 0.76 -0.69 -3.96
C 1.08 -2.06 -4.03
C 0.96 -2.85 -2.92
C 0.51 -2.27 -1.72
N 0.18 -1.00 -1.64
C 0.30 -0.22 -2.73
H -0.89 4.82 -2.01
H -1.16 3.12 -0.22
H -0.07 4.11 -4.25
H 0.71 2.22 -5.74
H 1.25 -0.17 -6.01
H 1.44 -2.48 -4.97
H 1.22 -3.90 -2.94
H 0.43 -2.84 -0.80
F 0.17 -1.46 1.05
C -0.03 5.05 2.45
C 0.66 4.29 3.57
C 0.35 2.78 3.54
C 1.14 2.05 4.65
C 0.77 0.57 4.79
C -1.13 2.60 3.83
O -1.68 3.11 4.78
N -1.83 1.80 2.96
C -1.29 1.19 1.85
O -2.02 0.47 1.13
N -0.02 1.39 1.51
C 0.82 2.20 2.20
O 1.94 2.45 1.80
H 0.17 6.12 2.53
H -1.11 4.91 2.48
H 0.34 4.71 1.47
H 0.34 4.68 4.54
H 1.74 4.41 3.49
H 0.95 2.57 5.59
H 2.20 2.14 4.41
H -0.26 0.45 5.15
H 1.43 0.09 5.52
H 0.87 0.04 3.84
H -2.80 1.61 3.16
*
```

The largest force on an atom comes out at 0.02750 hartree/bohr. The total energy comes out at -41320.68649 eV. The calculation puts the energy above the lowest of the compared OMol25 structures with the same formula, charge and spin at 48.1 kJ/mol. For the HOMO energy, the calculation gives -0.340 hartree.

Atom charges from the Mulliken analysis, given in e for atoms 1 to 2: atom 1 (Mg): 0.91, atom 2 (C): -1.01